(i)
ORCA calculation (the ωB97M-V functional and the def2-TZVPD basis) on C29H38N4O8W as an isolated structure.

Values from the calculation:
Molecular weight, g/mol: 754.48
LUMO (spin up / spin down), eV: -1.079 / -1.836
Multiplicity: 1

Geometry as XYZ:
```
80
Properties=species:S:1:pos:R:3:mulliken_charge:R:1
W -0.507 -0.104 0.494 2.162
C 1.701 -0.672 1.210 -0.199
C 1.185 -1.760 0.428 -0.202
C 1.012 -1.256 -0.919 1.052
C 1.475 0.109 -0.900 -1.156
C 1.927 0.464 0.385 0.357
C 2.789 1.673 0.720 1.603
C 2.446 2.871 -0.176 -1.678
C 4.250 1.250 0.483 -1.797
C 2.618 2.091 2.183 -1.729
C 0.895 -1.908 -2.309 1.759
C 2.333 -2.160 -2.801 -1.631
C 0.097 -3.213 -2.408 -1.757
C 0.200 -0.918 -3.266 -1.509
C 1.099 -3.182 1.013 2.037
C -0.291 -3.818 0.805 -1.323
C 1.360 -3.178 2.529 -2.214
C 2.210 -4.051 0.397 -1.812
H 2.072 -0.764 2.222 0.635
H 1.620 0.722 -1.782 0.317
H 2.651 2.666 -1.224 0.298
H 3.042 3.731 0.123 0.494
H 1.398 3.144 -0.067 0.399
H 4.411 0.972 -0.556 0.308
H 4.508 0.398 1.108 0.313
H 4.917 2.072 0.729 0.478
H 1.566 2.246 2.411 0.262
H 3.153 3.020 2.361 0.457
H 3.011 1.336 2.858 0.348
H 2.825 -2.924 -2.205 0.288
H 2.927 -1.252 -2.731 0.234
H 2.318 -2.482 -3.839 0.482
H 0.461 -3.991 -1.749 0.185
H 0.169 -3.582 -3.430 0.600
H -0.954 -3.028 -2.200 0.195
H 0.864 -0.112 -3.567 0.316
H -0.694 -0.501 -2.794 0.020
H -0.105 -1.438 -4.171 0.555
H -0.892 -3.707 1.706 0.299
H -0.201 -4.882 0.595 0.432
H -0.839 -3.354 -0.008 -0.005
H 0.667 -2.526 3.051 0.341
H 2.381 -2.890 2.762 0.371
H 1.210 -4.186 2.906 0.451
H 2.076 -4.218 -0.665 0.258
H 2.225 -5.019 0.891 0.557
H 3.177 -3.579 0.557 0.298
O -0.284 1.591 1.393 -0.426
N -0.784 2.688 0.755 -0.762
N -1.039 2.407 -0.517 1.146
O -0.995 1.085 -0.896 -0.378
C -1.146 3.378 -1.481 0.032
C -1.272 4.721 -1.102 -0.582
C -1.315 5.695 -2.076 -0.681
C -1.229 5.356 -3.422 -0.471
C -1.124 4.021 -3.794 -0.857
C -1.092 3.030 -2.836 -0.160
H -1.317 4.952 -0.050 0.494
H -1.409 6.731 -1.781 0.400
H -1.245 6.129 -4.175 0.403
H -1.053 3.750 -4.837 0.428
H -1.006 1.990 -3.107 0.489
O -4.228 -1.422 4.888 -0.561
C -4.783 -0.407 4.247 0.301
O -5.831 0.083 4.594 -0.618
C -4.060 0.131 3.069 0.384
C -4.442 1.211 2.295 -0.402
N -3.516 1.403 1.346 -0.504
N -2.525 0.482 1.419 0.595
C -2.839 -0.303 2.485 -1.037
C -1.831 -1.258 2.850 1.255
O -1.915 -2.083 3.779 -0.915
O -0.774 -1.122 2.068 -0.132
H -3.338 -1.719 4.533 0.399
H -5.307 1.836 2.390 0.553
H -3.544 2.052 0.570 0.156
O -3.391 -0.006 -0.959 -0.464
C -2.909 -1.119 -0.955 -0.333
O -1.758 -1.410 -0.461 -0.251
H -3.454 -1.982 -1.396 0.352
```


(ii)
ORCA calculation (the ωB97M-V functional and the def2-TZVPD basis) on C29H38N4O8W as an isolated structure.

Values from the calculation:
Molecular weight, g/mol: 754.48
LUMO, eV: -0.727
Multiplicity: 1

Geometry as XYZ:
```
80
Properties=species:S:1:pos:R:3:mulliken_charge:R:1
W 0.661 -0.040 -0.180 2.342
C 1.428 0.512 2.043 -1.208
C 0.559 1.560 1.586 0.478
C -0.751 0.940 1.453 0.504
C -0.577 -0.442 1.767 -0.463
C 0.740 -0.684 2.214 0.833
C 1.223 -1.920 2.939 1.429
C 0.396 -3.155 2.566 -1.700
C 1.020 -1.616 4.432 -1.770
C 2.709 -2.186 2.679 -1.573
C -2.196 1.473 1.446 2.018
C -2.553 1.752 2.917 -1.660
C -2.448 2.742 0.623 -1.749
C -3.180 0.396 0.954 -1.603
C 1.058 3.016 1.575 2.068
C 2.564 3.043 1.861 -1.893
C 0.386 3.816 2.702 -1.817
C 0.857 3.740 0.239 -1.553
H 2.454 0.653 2.324 0.508
H -1.381 -1.152 1.848 0.419
H -0.633 -3.068 2.926 0.322
H 0.834 -4.042 3.030 0.470
H 0.381 -3.310 1.489 0.182
H -0.025 -1.371 4.644 0.303
H 1.640 -0.773 4.749 0.282
H 1.296 -2.491 5.027 0.477
H 2.900 -2.369 1.624 0.128
H 3.026 -3.067 3.243 0.481
H 3.326 -1.344 3.003 0.328
H -1.920 2.519 3.357 0.259
H -2.444 0.842 3.514 0.269
H -3.595 2.082 2.983 0.464
H -1.953 3.610 1.049 0.244
H -3.521 2.952 0.622 0.606
H -2.126 2.635 -0.410 0.144
H -3.336 -0.384 1.702 0.373
H -2.856 -0.084 0.035 0.067
H -4.151 0.861 0.771 0.482
H 2.793 2.701 2.874 0.321
H 2.916 4.074 1.775 0.461
H 3.123 2.437 1.148 0.215
H 0.507 3.314 3.667 0.333
H -0.676 3.970 2.526 0.192
H 0.853 4.803 2.770 0.519
H 1.394 3.232 -0.561 0.129
H 1.250 4.758 0.328 0.637
H -0.187 3.810 -0.051 0.071
O -0.220 1.359 -1.212 -0.064
N -1.127 1.033 -2.057 -1.592
N -1.471 -0.171 -1.956 1.528
O -0.983 -0.931 -0.957 -0.370
C -2.444 -0.754 -2.827 0.034
C -2.520 -2.134 -2.888 0.040
C -3.438 -2.716 -3.751 -0.896
C -4.265 -1.925 -4.533 -0.456
C -4.179 -0.541 -4.450 -0.730
C -3.270 0.055 -3.593 -0.375
H -1.866 -2.733 -2.270 0.452
H -3.495 -3.795 -3.817 0.403
H -4.981 -2.385 -5.202 0.406
H -4.826 0.081 -5.054 0.401
H -3.199 1.132 -3.506 0.473
O 3.035 -4.280 -3.495 -0.552
C 2.633 -3.323 -4.318 0.309
O 2.776 -3.385 -5.510 -0.605
C 2.037 -2.107 -3.693 0.265
C 1.708 -0.944 -4.368 -0.479
N 1.240 -0.085 -3.461 -0.653
N 1.242 -0.615 -2.255 0.854
C 1.719 -1.826 -2.368 -0.647
C 1.795 -2.582 -1.078 1.033
O 2.231 -3.716 -1.002 -0.864
O 1.367 -1.887 -0.104 -0.540
H 2.837 -4.087 -2.545 0.450
H 1.789 -0.709 -5.418 0.555
H 1.047 0.904 -3.546 0.175
O 2.630 1.816 -1.927 -0.535
C 3.266 1.104 -1.163 -0.253
O 2.790 0.335 -0.228 -0.533
H 4.358 1.064 -1.271 0.400
```


Tell me which of them is the most stable. Sure, it is (ii).


(i)
ORCA calculation (the ωB97M-V functional and the def2-TZVPD basis) on a 2-piece molecular cluster, C2H2INO2S overall.

Values from the calculation:
SMILES: N#CC=S(=O)=O.I
Molecular weight, g/mol: 231.01
LUMO, eV: -1.993
Multiplicity: 1

Geometry as XYZ:
```
9
Properties=species:S:1:pos:R:3:nbo_charge:R:1
N 0.195 -2.528 0.866 -0.230
C 0.474 -1.547 0.335 0.204
C 0.598 -0.336 -0.299 -0.763
S 0.977 -0.432 -1.874 2.125
O 0.762 -1.595 -2.651 -0.794
O 1.099 0.863 -2.535 -0.814
H 0.867 0.539 0.095 0.283
I -2.675 0.466 -0.897 -0.082
H -1.363 -0.154 -0.291 0.071
```


(ii)
ORCA calculation (the ωB97M-V functional and the def2-TZVPD basis) on one molecule with the formula C2H2INO2S.

Values from the calculation:
SMILES: N#CCS(=O)(=O)I
Molecular weight, g/mol: 231.01
LUMO, eV: -1.522
Multiplicity: 1

Geometry as XYZ:
```
9
Properties=species:S:1:pos:R:3:nbo_charge:R:1
N 1.738 2.035 0.197 -0.285
C 1.238 1.134 -0.265 0.230
C 0.472 -0.348 -0.689 -0.625
S -0.813 -0.097 0.566 1.953
O -1.754 0.866 0.077 -0.889
O -0.136 0.133 1.814 -0.864
I -2.038 -2.203 0.585 -0.034
H 0.958 -1.223 -0.572 0.250
H 0.335 -0.297 -1.714 0.264
```


Tell me which of them is the most stable. Sure, it is (ii).


(i)
ORCA calculation (the ωB97M-V functional and the def2-TZVPD basis) on a 2-piece molecular cluster, C3H8N2O3S overall.

Values from the calculation:
SMILES: [H]/N=C(\C=C)S(=O)(=O)O.N
Molecular weight, g/mol: 152.18
LUMO, eV: 0.329
Multiplicity: 1

Geometry as XYZ:
```
17
Properties=species:S:1:pos:R:3:nbo_charge:R:1
H 0.776 0.613 -2.538 0.376
N 0.111 0.649 -1.767 -0.608
C -0.060 -0.166 -0.840 0.065
C 0.543 -1.506 -0.752 -0.291
C 0.682 -2.058 0.452 -0.306
S -1.590 0.115 0.135 2.276
O -1.338 0.687 1.428 -0.941
O -2.189 -1.188 0.101 -0.901
O -2.399 1.242 -0.804 -0.822
H 0.967 -1.984 -1.648 0.232
H 1.051 -3.050 0.594 0.202
H 0.231 -1.682 1.421 0.207
H -1.843 2.029 -0.515 0.500
N 1.229 1.439 0.905 -1.091
H 0.674 0.918 1.615 0.387
H 2.140 1.504 1.351 0.353
H 1.013 2.439 0.860 0.362
```


(ii)
ORCA calculation (the ωB97M-V functional and the def2-TZVPD basis) on a 2-piece molecular cluster, C3H8N2O3S overall.

Values from the calculation:
Molecular weight, g/mol: 152.18
LUMO (spin up / spin down), eV: 0.349 / 0.349
Multiplicity: 1

Geometry as XYZ:
```
17
Properties=species:S:1:pos:R:3:nbo_charge:R:1
C 0.887 -0.714 1.769 -0.019
C -0.762 1.298 -0.500 -0.176
C -0.104 -0.788 -1.506 -0.548
N 1.519 -0.997 0.725 -0.673
N -0.153 0.551 -1.381 -0.358
O -2.316 -2.285 -1.197 -0.867
O -0.147 -2.936 0.080 -0.939
O -1.451 -0.921 0.732 -0.943
S -0.945 -1.764 -0.353 2.283
H 0.653 0.323 1.985 0.151
H 0.425 -1.425 2.395 0.151
H -1.435 1.022 0.239 0.233
H -0.559 2.320 -0.491 0.177
H 0.569 -1.321 -2.100 0.236
H 1.620 -1.961 0.436 0.367
H -2.065 -3.163 -1.599 0.499
H 0.317 1.137 -2.021 0.427
```


Tell me which of them is the most stable. Sure, it is (i).